The following is a quantum chemistry calculation of 18 unconnected molecules or ions with the total composition C45H83Cl34FN3O3, from the Open Molecules 2025 dataset.

```
169
Properties=species:S:1:pos:R:3:forces:R:3:lowdin_charge:R:1
C 1.528839 10.845262 2.886222 -0.92 0.14 -0.70 -0.159
C 0.058127 10.074705 3.014361 1.02 0.43 -1.33 -0.256
C -0.799097 10.337089 1.609030 -0.44 -0.11 1.42 -0.222
C -1.736533 9.023648 1.304270 -0.50 0.75 -1.20 -0.221
C -1.335734 8.236204 -0.104075 0.35 -0.98 1.36 -0.195
C -1.164724 6.647101 0.291100 -0.67 -0.77 -0.64 -0.233
C -0.331360 5.778756 -0.823109 -0.17 0.30 -0.14 -0.247
C -0.983169 4.305106 -1.155986 0.50 -0.32 0.39 -0.274
C -1.404194 3.428199 0.163796 0.47 -0.30 0.39 -0.197
C -0.134611 2.531339 0.770477 -0.71 -0.42 -0.97 -0.195
C -0.269466 1.043390 0.067159 0.73 0.23 1.36 -0.208
C 0.769362 -0.005237 0.829554 -1.10 -0.18 -1.16 -0.181
C 0.190670 -1.528732 0.457421 1.11 0.36 -0.53 -0.150
C 0.148186 -2.489113 1.785162 0.35 -0.06 -0.53 -0.200
C -1.348505 -2.965010 2.254489 0.53 -0.22 2.30 -0.241
O -2.447810 -2.085923 1.827946 0.87 -0.94 1.09 -0.087
C -1.645871 -4.525168 1.837233 -3.34 2.33 -1.63 -0.209
C -1.908690 -4.587442 0.213132 -0.37 0.41 0.37 -0.079
N -0.616107 -5.523063 2.325601 -0.66 -0.66 1.22 -0.048
C -1.272755 -6.323672 3.435996 -3.01 -4.30 5.25 -0.102
C -0.985407 -6.197311 5.033509 -1.80 -1.71 -2.11 0.036
C -1.771366 -7.145126 6.059056 -0.05 0.13 -0.78 -0.087
N -2.824990 -8.177817 5.859226 3.80 4.51 -5.79 0.030
C -3.067347 -8.239780 4.391362 0.56 0.56 -0.27 -0.087
C -2.406091 -7.459036 3.158002 1.51 1.26 2.74 0.025
C 0.712242 -4.914350 2.739771 2.61 1.02 -0.83 -0.187
C 1.821404 -6.111475 2.749968 0.28 -0.56 -0.13 -0.072
C 2.869970 -6.118218 3.999516 1.73 -1.28 0.76 -0.273
C 4.455429 -5.897883 3.574029 0.02 0.24 0.31 -0.068
F 2.586745 -5.163448 5.090997 -0.12 -1.44 -2.19 -0.111
C 1.121693 -3.824490 1.555597 -1.25 0.61 0.81 -0.148
C 2.666977 -3.286263 1.656094 -0.17 0.80 0.36 -0.076
O 3.508137 -3.963210 0.615337 -0.65 -0.33 2.25 -0.160
N 3.297660 -3.388455 -0.595038 -2.82 -2.45 -3.06 -0.014
O 2.685296 -4.180181 -1.333453 2.57 2.83 2.42 0.023
H 2.128981 10.837974 3.892229 -1.15 0.12 -2.02 0.070
H 1.279929 11.948576 2.510733 0.78 -2.24 1.08 0.083
H 2.159105 10.346674 2.014588 -1.26 0.93 1.94 0.075
H 0.260542 8.920568 3.057448 -0.51 2.21 0.36 0.096
H -0.533124 10.504693 3.930409 1.15 -1.15 -1.71 0.108
H -1.526278 11.236859 1.839845 1.62 -1.60 -0.73 0.107
H -0.066985 10.617237 0.729535 -1.56 -0.68 1.72 0.109
H -1.716430 8.276366 2.209800 -0.04 1.51 -1.80 0.098
H -2.848198 9.409373 1.143147 2.27 -0.92 0.59 0.109
H -2.222416 8.358906 -0.873213 2.11 -0.26 1.36 0.118
H -0.289495 8.582849 -0.536207 -2.32 -0.41 0.80 0.116
H -0.664118 6.463832 1.344900 -0.97 0.73 -2.08 0.113
H -2.249577 6.181900 0.364593 2.07 0.96 -0.05 0.112
H 0.775161 5.667640 -0.435160 -2.25 0.09 -0.79 0.064
H -0.271454 6.377348 -1.845559 -0.09 -1.29 2.46 0.029
H -0.139155 3.700095 -1.739929 -2.41 1.27 1.56 -0.050
H -1.932484 4.353364 -1.861684 2.03 0.25 1.42 0.110
H -1.826689 4.048649 1.061841 0.69 -0.85 -1.94 0.099
H -2.254072 2.683936 -0.174266 1.69 1.37 0.80 0.105
H -0.203851 2.388032 1.930346 -0.03 0.29 -2.14 0.095
H 0.912067 3.030512 0.549388 -2.15 -0.97 0.28 0.101
H -0.125365 1.072082 -1.098594 -0.16 -0.02 2.29 0.127
H -1.351217 0.641840 0.298605 2.05 0.83 -0.49 0.101
H 1.890523 0.101080 0.441616 -2.43 -0.13 0.91 0.124
H 0.717371 0.213914 1.978362 0.14 -0.49 -2.25 0.059
H -0.836422 -1.446286 -0.122615 2.01 -0.20 1.55 0.091
H 0.966229 -1.948312 -0.347346 -1.73 0.54 1.78 0.112
H 0.633019 -1.867351 2.675169 -1.23 -1.57 -2.12 0.022
H -1.351094 -2.939105 3.448117 0.13 -0.14 -2.40 0.163
H -2.973298 -1.748200 2.611688 1.19 -0.81 -1.22 0.133
H -2.689730 -4.805315 2.343852 2.54 0.50 -1.03 0.174
H -1.358281 -3.709315 -0.365030 -0.99 -2.02 1.28 0.099
H -1.609994 -5.635402 -0.220250 -0.65 2.07 0.81 0.029
H -3.071974 -4.389273 0.063024 2.68 -0.62 0.24 0.081
H -0.420756 -6.191946 1.540207 -0.22 0.65 0.71 0.181
H -0.199930 -5.412009 5.423970 -1.78 -1.94 -0.67 0.102
H -1.461972 -7.007777 7.206564 -0.74 -0.26 -2.89 0.125
H -3.916959 -9.026515 4.090817 2.16 1.95 0.67 0.127
H -2.735990 -7.696858 2.052651 0.62 0.46 2.55 0.065
H 0.608417 -4.299956 3.727651 0.11 -1.59 -1.72 0.159
H 1.291820 -7.179880 2.733572 0.95 2.35 0.23 0.140
H 2.479422 -6.092532 1.753933 -1.57 0.26 2.11 0.135
H 2.829121 -7.205394 4.489903 -0.12 2.55 -0.89 0.157
H 4.761827 -4.747362 3.538309 -0.90 -2.50 -0.14 0.093
H 4.608982 -6.412152 2.533644 -0.14 1.09 1.97 0.091
H 5.209908 -6.381886 4.362610 -1.98 0.93 -1.70 0.105
H 0.867259 -4.357046 0.531119 0.84 1.27 1.87 0.152
H 2.754596 -2.135426 1.430466 -0.55 -2.19 0.44 0.141
H 3.135363 -3.444040 2.741059 -0.90 0.00 -2.62 0.148
C 1.472246 0.759086 5.406346 0.06 0.47 0.52 -1.002
Cl 2.115011 2.034566 4.364761 -0.07 -0.08 0.10 0.532
Cl 1.197573 -0.729628 4.493441 0.02 -0.10 0.39 0.569
H 2.188765 0.558560 6.206676 -0.11 -0.02 -0.32 0.039
H 0.524466 1.093627 5.835056 0.21 -0.14 -0.28 -0.052
C -0.723368 4.754962 -5.099993 -0.26 0.23 -0.36 -1.009
Cl -0.194753 3.388638 -4.110740 -0.14 -0.26 -0.69 0.534
Cl -0.661085 6.265481 -4.183718 0.00 -0.13 -0.18 0.544
H -0.067327 4.839209 -5.969850 -0.15 0.04 0.45 -0.059
H -1.750771 4.580075 -5.428409 0.21 0.03 0.24 0.034
C -2.453614 -8.100047 -2.340083 0.17 -0.18 -0.51 -0.970
Cl -2.859825 -8.503401 -0.667602 -0.01 -0.12 0.13 0.514
Cl -2.378368 -6.349130 -2.571896 0.29 -0.75 -0.30 0.505
H -1.480605 -8.533379 -2.584250 -0.24 0.16 0.17 0.037
H -3.218303 -8.514074 -3.001772 0.11 0.17 0.27 0.038
C -1.548177 1.829994 8.158418 -0.06 0.19 0.47 -1.015
Cl -0.905413 3.105475 7.116834 0.00 0.02 0.07 0.541
Cl -1.822851 0.341280 7.245513 -0.03 -0.15 -0.03 0.495
H -0.831658 1.629469 8.958749 -0.13 0.00 -0.29 0.028
H -2.495957 2.164536 8.587129 0.21 -0.11 -0.24 0.035
C -2.152490 9.098312 -7.052851 -0.23 0.21 -0.22 -1.016
Cl -1.540366 7.440421 -7.092813 -0.13 0.06 -0.41 0.503
Cl -1.519935 9.976447 -5.655045 -0.07 0.05 -0.05 0.504
H -1.844166 9.613452 -7.965927 0.04 -0.18 0.29 0.030
H -3.243310 9.073556 -6.993713 0.32 -0.06 0.09 0.030
C 3.692367 4.285520 -1.244704 0.30 -0.24 0.04 -0.978
Cl 3.838778 5.955575 -0.684009 0.03 -0.12 0.10 0.510
Cl 2.119071 4.003676 -1.999958 0.78 -0.17 -0.15 0.570
H 4.479111 4.085637 -1.976292 -0.24 0.17 0.13 0.029
H 3.802940 3.612541 -0.390964 -0.11 0.22 -0.17 0.027
C -4.434770 -2.293640 -2.489939 -0.22 0.29 -0.35 -0.977
Cl -3.822646 -3.951531 -2.529900 -0.24 0.82 -0.14 0.457
Cl -3.802215 -1.415506 -1.092132 -0.01 0.04 0.02 0.545
H -4.126447 -1.778501 -3.403015 0.03 -0.16 0.28 0.039
H -5.525590 -2.318397 -2.430800 0.32 -0.09 0.09 -0.016
C 3.246855 3.776175 -6.151823 0.30 -0.21 0.05 -0.986
Cl 3.393266 5.446230 -5.591130 0.05 -0.04 0.05 0.510
Cl 1.673558 3.494332 -6.907078 0.32 -0.44 -0.11 0.516
H 4.033600 3.576293 -6.883411 -0.29 0.15 0.08 0.031
H 3.357428 3.103196 -5.298084 -0.18 0.23 -0.15 0.025
C -7.796728 -5.605442 -2.641945 -0.26 -0.45 0.01 -0.989
Cl -6.131095 -6.188607 -2.744299 -0.28 -0.27 0.01 0.489
Cl -7.860227 -3.841461 -2.739124 -0.13 0.08 0.03 0.546
H -8.373082 -6.028255 -3.468496 0.23 0.21 0.14 0.035
H -8.227830 -5.925150 -1.690138 0.20 0.19 -0.21 0.033
C -2.416104 -2.641838 10.112476 0.20 -0.33 -0.04 -1.009
Cl -2.269693 -0.971784 10.673170 -0.04 0.02 -0.07 0.550
Cl -3.989401 -2.923682 9.357222 0.10 -0.08 0.00 0.510
H -1.629361 -2.841721 9.380888 -0.25 0.18 0.13 0.028
H -2.305531 -3.314818 10.966216 -0.14 0.25 -0.17 0.035
C 5.144612 -4.039368 -3.815759 -0.04 -0.15 0.38 -1.018
Cl 6.684309 -3.170916 -3.811146 -0.02 -0.07 0.07 0.519
Cl 4.359043 -3.933064 -5.395850 -0.26 0.05 0.11 0.548
H 5.328332 -5.090417 -3.579787 0.01 0.27 -0.17 0.036
H 4.486791 -3.601429 -3.061121 0.18 -0.02 -0.36 -0.009
C 6.847035 -5.459708 -7.400957 -0.04 0.09 0.30 -1.043
Cl 7.489799 -4.184227 -8.442541 -0.03 0.05 0.12 0.509
Cl 6.572361 -6.948421 -8.313862 0.00 -0.11 0.08 0.524
H 7.563554 -5.660233 -6.600626 -0.10 0.02 -0.30 0.031
H 5.899255 -5.125166 -6.972246 0.34 -0.13 -0.28 -0.060
C 5.668098 9.511890 -1.912545 0.34 -0.02 0.04 -1.032
Cl 4.576328 10.730365 -1.243031 0.09 0.02 0.07 0.496
Cl 4.803340 8.402566 -2.983385 0.13 0.03 -0.09 0.476
H 6.455441 10.013420 -2.480610 -0.31 -0.09 0.09 0.029
H 6.111078 8.941851 -1.092285 -0.24 0.11 -0.19 0.026
C 0.042743 -0.729294 13.326024 -0.20 -0.30 -0.04 -1.056
Cl 1.332676 0.269632 12.645500 0.02 -0.06 -0.14 0.492
Cl -0.567820 -0.038885 14.834552 -0.05 -0.11 -0.04 0.508
H -0.776747 -0.791238 12.605789 0.35 0.15 0.34 -0.073
H 0.434896 -1.729507 13.525499 0.01 0.33 0.04 0.030
C 2.967069 -6.521873 -8.564801 0.21 0.31 0.00 -1.056
Cl 1.720004 -6.447333 -9.815469 0.04 0.11 0.01 0.509
Cl 2.961396 -8.092566 -7.753631 0.09 0.04 0.09 0.486
H 3.944487 -6.363796 -9.027191 -0.28 -0.18 0.07 -0.015
H 2.777520 -5.739230 -7.826194 -0.08 -0.27 -0.16 0.015
C 1.771998 4.314458 -11.054633 -0.20 0.17 -0.24 -1.023
Cl 2.384122 2.656567 -11.094594 -0.06 -0.03 -0.08 0.496
Cl 2.404553 5.192593 -9.656826 0.00 0.24 -0.24 0.488
H 2.080321 4.829598 -11.967709 0.03 -0.18 0.29 0.029
H 0.681178 4.289701 -10.995495 0.32 -0.05 0.09 0.029
C -8.881163 -2.911686 -6.331246 -0.04 0.07 0.34 -1.052
Cl -8.238399 -1.636206 -7.372829 0.00 0.05 0.11 0.503
Cl -9.155837 -4.400400 -7.244150 -0.03 -0.07 0.13 0.497
H -8.164645 -3.112212 -5.530914 -0.14 0.02 -0.32 -0.021
H -9.828943 -2.577145 -5.902534 0.21 -0.09 -0.24 0.031
```
Positions in Å, forces in eV/Å.

Results
Total charge: +1
Calculated total energy, a.u.: -17899.79416
2S+1: 1
HOMO-LUMO gap, eV: 7.229